A cluster of 5 separate species, C36H73BF13IN4O5S2 in total. Source: OMol25; level of theory: ωB97M-V/def2-TZVPD.

The HOMO-LUMO gap comes out at 6.43 eV. The calculation puts the HOMO energy at -7.9 eV. The charge is 0. The electronic energy comes out at -120478.4667 eV.

Structure (XYZ):
```
135
Properties=species:S:1:pos:R:3:forces:R:3
C -2.952 -4.796 0.230 -0.339 0.646 -0.538
C -3.465 -3.841 -0.709 0.513 -0.974 1.211
C -2.703 -2.559 -1.272 0.631 -2.058 -0.943
B -1.772 -3.148 -2.487 0.560 -0.218 -0.702
O -1.061 -4.387 -2.279 -0.154 2.511 0.211
C -1.631 -2.321 -3.883 0.592 -0.163 0.129
C -0.045 -2.207 -4.211 -0.637 -0.821 0.519
O -3.829 -1.722 -1.724 0.362 -0.369 2.340
S -4.542 -1.222 -0.293 -4.343 5.029 -0.842
O -5.766 -1.902 0.215 4.237 0.069 -0.864
O -4.925 0.213 -0.600 2.156 -3.855 0.877
O -3.152 -1.239 0.668 -0.801 -0.614 -1.346
C -2.006 -1.560 -0.202 -0.840 -0.111 -0.716
I -0.411 -2.463 1.018 -1.055 -0.001 -0.614
C -1.499 -0.208 -0.885 0.576 0.353 -0.137
C -0.355 0.565 -0.049 -1.234 0.981 -0.352
C -0.498 2.114 -0.478 -1.420 -1.123 1.155
F -1.703 2.552 0.162 2.147 -0.511 -1.211
F -0.710 2.295 -1.853 0.870 -0.043 2.369
C 0.659 3.042 0.130 -1.194 1.934 0.055
F 0.105 4.357 0.166 1.258 -2.420 0.149
F 0.950 2.720 1.456 -0.303 0.094 -2.530
C 1.956 3.161 -0.824 -1.488 1.032 -2.181
F 1.616 4.214 -1.724 0.839 -2.042 1.797
F 2.112 2.045 -1.676 0.096 1.829 2.314
C 3.282 3.651 -0.106 0.557 3.682 -1.037
F 3.999 4.409 -1.068 -1.505 -2.012 1.821
F 3.036 4.572 0.934 -0.046 -2.427 -2.546
S 4.456 2.351 0.527 3.797 -0.746 3.050
F 5.689 3.496 0.455 -1.854 -1.854 -0.043
F 4.880 1.814 -0.975 -1.308 0.755 2.108
F 3.298 1.198 0.763 1.286 1.598 -0.992
F 4.185 2.880 2.100 0.259 -1.198 -2.255
F 5.566 1.296 1.160 -1.693 1.318 -1.095
H -3.361 -4.802 1.301 -0.678 -1.195 -2.031
H -2.185 -5.590 -0.026 0.383 2.155 0.759
H -4.520 -4.037 -1.113 0.927 1.607 1.742
H -0.420 -4.272 -1.544 -0.712 -0.444 -0.317
H -2.112 -2.842 -4.771 0.359 0.700 1.098
H -2.078 -1.287 -3.728 0.336 -1.266 -0.546
H 0.463 -1.579 -3.410 -0.480 -0.551 -1.204
H 0.114 -1.805 -5.261 -0.021 -0.409 1.497
H 0.374 -3.270 -4.103 -0.402 1.613 -0.436
H -2.409 0.471 -0.994 1.144 -0.921 0.264
H -1.089 -0.351 -1.945 -0.642 -0.246 1.527
H 0.686 0.156 -0.221 -1.288 0.552 0.140
H -0.618 0.560 1.068 0.570 0.012 -1.639
C 1.292 9.660 4.924 0.043 0.071 -0.019
C 1.277 8.719 3.725 0.039 0.116 0.042
N 1.254 9.396 2.432 -0.171 0.044 -0.219
C 1.004 8.488 1.315 -0.134 -0.036 0.066
C 2.057 7.419 1.018 0.019 -0.075 -0.214
C 2.309 10.379 2.207 -0.078 0.180 0.254
C 3.757 9.892 2.282 0.291 0.136 -0.097
H 0.426 10.326 4.915 0.090 -0.012 -0.067
H 1.258 9.077 5.849 -0.002 0.012 -0.096
H 2.200 10.267 4.959 -0.058 -0.005 0.003
H 0.373 8.106 3.812 0.083 0.000 -0.259
H 2.131 8.035 3.809 0.045 -0.103 0.087
H 0.835 9.075 0.406 0.074 0.118 0.132
H 0.052 7.980 1.503 0.016 0.056 0.156
H 2.926 7.838 0.511 0.031 -0.045 0.096
H 1.633 6.666 0.347 -0.019 0.070 0.051
H 2.391 6.899 1.918 -0.022 0.068 -0.029
H 2.184 11.191 2.932 -0.070 -0.158 0.040
H 2.149 10.863 1.238 -0.141 -0.216 -0.003
H 3.929 9.206 3.114 -0.053 0.011 -0.030
H 4.425 10.748 2.425 -0.051 -0.053 0.004
H 4.066 9.405 1.358 0.020 -0.099 0.092
C -6.068 -2.059 -6.220 -0.006 0.041 -0.060
C -6.157 -1.083 -5.052 0.006 0.004 -0.131
N -5.514 0.204 -5.296 0.294 0.118 0.036
C -5.407 1.026 -4.092 0.030 -0.033 0.021
C -6.705 1.512 -3.449 -0.078 0.269 0.163
C -5.941 0.914 -6.497 0.069 -0.253 -0.187
C -7.422 1.275 -6.616 -0.168 0.215 -0.210
H -5.028 -2.256 -6.492 -0.057 0.093 -0.015
H -6.528 -3.011 -5.939 0.027 0.086 0.014
H -6.598 -1.694 -7.103 0.053 -0.027 0.021
H -5.666 -1.562 -4.198 -0.004 0.277 0.059
H -7.214 -0.963 -4.779 -0.098 -0.085 0.054
H -4.775 1.895 -4.305 -0.051 -0.068 -0.189
H -4.860 0.460 -3.340 0.060 -0.249 0.025
H -7.144 2.341 -4.005 -0.075 -0.088 -0.005
H -6.497 1.882 -2.441 0.016 -0.085 -0.048
H -7.449 0.718 -3.355 0.049 0.032 -0.021
H -5.665 0.313 -7.370 -0.021 -0.085 0.146
H -5.346 1.827 -6.606 0.028 -0.075 0.249
H -8.081 0.466 -6.295 0.059 0.013 0.022
H -7.664 1.493 -7.662 0.021 -0.031 0.060
H -7.665 2.171 -6.046 -0.081 -0.100 0.059
C 5.988 -2.631 1.295 -0.036 0.073 -0.051
C 7.147 -3.289 0.555 -0.091 0.088 -0.007
N 6.945 -3.413 -0.885 -0.065 -0.208 -0.192
C 7.952 -4.249 -1.535 -0.039 -0.118 0.091
C 9.401 -3.754 -1.528 0.181 -0.048 -0.144
C 6.615 -2.179 -1.592 -0.251 0.072 0.164
C 7.617 -1.028 -1.512 0.023 0.285 -0.174
H 5.056 -3.180 1.138 0.064 0.048 -0.069
H 6.195 -2.622 2.368 0.016 -0.019 -0.092
H 5.840 -1.594 0.987 -0.017 -0.047 0.015
H 7.266 -4.293 0.977 0.112 0.007 -0.247
H 8.067 -2.738 0.790 0.071 0.028 0.113
H 7.651 -4.434 -2.571 -0.109 0.145 0.068
H 7.931 -5.233 -1.055 -0.096 0.076 0.121
H 9.560 -2.959 -2.256 0.017 0.025 0.104
H 10.068 -4.575 -1.806 -0.046 0.033 0.028
H 9.716 -3.399 -0.545 -0.040 -0.002 -0.053
H 5.649 -1.818 -1.220 0.086 -0.100 0.112
H 6.423 -2.408 -2.645 0.126 -0.205 0.095
H 8.029 -0.894 -0.509 -0.028 -0.047 -0.025
H 7.122 -0.091 -1.785 0.026 -0.055 0.033
H 8.441 -1.162 -2.212 0.064 0.010 0.120
C -2.874 -3.677 4.856 0.051 -0.005 0.059
C -3.323 -5.133 4.808 0.100 0.093 0.055
N -2.243 -6.085 4.567 0.106 -0.165 -0.263
C -2.724 -7.438 4.292 -0.078 0.051 -0.114
C -3.459 -8.174 5.415 -0.034 -0.232 0.038
C -1.105 -6.005 5.478 0.077 0.299 -0.055
C -1.377 -6.207 6.968 0.199 -0.056 0.256
H -2.378 -3.387 3.927 0.044 -0.040 0.039
H -3.744 -3.028 4.989 0.049 -0.082 -0.028
H -2.197 -3.482 5.690 -0.011 0.001 -0.058
H -4.050 -5.216 3.992 0.083 -0.246 0.058
H -3.865 -5.360 5.735 -0.120 0.037 0.049
H -1.884 -8.056 3.960 0.075 0.159 0.078
H -3.396 -7.386 3.429 -0.005 0.169 0.023
H -2.770 -8.549 6.172 -0.072 0.072 0.031
H -3.978 -9.043 5.003 0.021 0.060 0.008
H -4.210 -7.549 5.903 0.061 -0.014 -0.025
H -0.628 -5.027 5.347 -0.173 -0.009 -0.046
H -0.338 -6.718 5.158 -0.219 -0.075 -0.117
H -2.281 -5.697 7.306 0.016 -0.020 -0.058
H -0.542 -5.806 7.551 -0.059 -0.013 -0.046
H -1.457 -7.263 7.223 -0.119 0.050 0.040
```
Positions in Å, forces in eV/Å.